The following is a DFT calculation (the ωB97M-V functional and the def2-TZVPD basis) of a 2-piece molecular cluster, C6H15NO overall at a distorted geometry.

Structure (ORCA input):
```
! wB97M-V def2-TZVPD RIJCOSX def2/J DEFGRID3
* xyz 0 1
O 0.989 -0.103 -2.481
N -0.567 3.191 0.458
C -0.670 1.789 1.005
C -0.786 -2.929 -1.106
C 0.146 -1.903 -0.563
C -0.320 -1.071 0.373
C 0.722 1.199 1.277
C 0.569 -0.358 1.399
H -1.370 -0.988 0.635
H 1.168 -1.861 -0.906
H -1.278 1.902 1.902
H 1.449 1.629 0.600
H -1.271 1.217 0.312
H 1.561 -0.801 1.398
H 1.199 0.289 -3.354
H 0.296 3.570 0.793
H 0.887 1.560 2.293
H -0.748 -2.969 -2.213
H 0.059 -0.510 2.352
H -1.881 -2.852 -1.058
H 1.186 0.648 -1.911
H -0.767 3.274 -0.526
H -0.574 -3.922 -0.680
*
```

The total energy comes out at -10001.152 eV. The SMILES is C/C=C/CCCN.O. As for the energy above the lowest of the compared OMol25 structures with the same formula, charge and spin: 2.605 eV. The value obtained for the HOMO-LUMO gap is 9.32 eV. The HOMO energy is -0.31918 Eh. The strongest force on any atom comes out at 2.58 eV/A.